The following is a quantum chemistry calculation of an isolated molecule of C3H2ClNO2, from the Open Molecules 2025 dataset.

Element x y z (Å)
1 N -1.72021 -0.85900 -0.49560
2 H -0.01751 -0.55750 -1.50868
3 Cl 0.82568 -1.26076 0.47123
4 H -0.28961 -2.41612 -1.37287
5 C -0.30730 -1.43494 -0.88552
6 C -3.10323 -0.87978 -0.31916
7 O -4.09479 -1.45110 -0.70392
8 C -2.32498 0.12826 0.37280
9 O -2.10726 1.16245 0.90169

The lowest unoccupied orbital energy is 0.0 eV. The calculation puts the largest force on an atom at 3.42 eV Å⁻¹. The HOMO-LUMO gap comes out at 10.35 eV. For the relative energy (zero: lowest compared OMol25 entry of this formula, charge and spin), the calculation gives 56.4 kcal/mol.